# 1
A structure of composition C26H23N6O2S3Sm in a non-equilibrium geometry, computed with the ωB97M-V functional and the def2-TZVPD basis.

XYZ file:
```
61
Properties=species:S:1:pos:R:3:forces:R:3:lowdin_charge:R:1
Sm 0.277305 1.259669 -0.147672 -0.85 0.42 -0.25 1.34
C 2.893200 3.583895 4.555691 1.23 1.28 -0.27 -0.38
S 1.651889 4.483435 3.591147 -0.05 -1.14 -0.65 0.90
C 1.150919 3.158190 2.551126 -1.20 1.12 -0.29 -1.08
S -0.036613 3.598948 1.270319 0.96 -0.58 0.43 0.44
N 1.553764 1.959407 2.839209 -0.54 -1.45 -0.19 -0.08
N 0.959150 0.974047 2.047089 1.13 -1.88 1.46 -0.18
C 1.066459 -0.284212 2.461204 0.74 3.62 0.41 -0.05
C 0.748007 -1.425700 1.706635 -1.04 -0.88 -1.53 -0.29
C 0.893604 -2.687200 2.280977 0.10 1.15 0.26 0.02
C 0.388188 -3.755362 1.618857 -0.56 -0.95 -1.40 -0.01
C -0.077810 -3.581928 0.311102 0.37 0.91 0.22 0.01
C -0.079043 -2.306170 -0.259383 0.34 -0.63 0.31 -0.11
N 0.278563 -1.235180 0.444188 0.05 0.05 0.49 -0.03
H 3.079688 4.206212 5.453411 -0.07 -0.54 -0.47 0.05
H 3.817865 3.535979 3.931408 -0.62 0.06 0.64 0.06
H 2.588742 2.581853 4.772342 -0.35 -0.29 0.37 0.01
H 1.470232 -0.536737 3.411663 0.49 0.48 0.96 0.13
H 1.389865 -2.806055 3.225078 -0.07 0.11 0.41 0.13
H 0.373424 -4.732635 2.071961 0.13 -0.20 -0.01 0.13
H -0.341573 -4.405351 -0.297298 -0.43 -0.76 -0.36 0.11
H -0.282367 -2.154432 -1.316541 -0.29 -0.05 0.17 0.13
O -5.363895 -3.228914 3.172279 0.69 0.50 0.01 0.12
C -5.585914 -2.909572 1.871729 -0.74 -1.23 -0.21 -0.46
O -6.411869 -3.554145 1.277589 0.59 0.93 -0.02 0.15
C -4.742798 -1.834317 1.231911 0.47 0.00 0.46 -0.12
C -4.478697 -1.905350 -0.136667 -0.32 -0.22 -0.56 0.01
C -3.614867 -1.008796 -0.760698 -0.50 0.31 1.29 0.00
C -3.024270 0.017321 0.039356 -1.13 -1.92 -0.95 -0.30
C -3.266951 0.056904 1.401889 0.46 0.25 -0.02 -0.01
C -4.127818 -0.847792 2.001607 -0.38 -0.18 0.48 0.00
N -2.192024 0.957790 -0.557466 0.05 2.23 -3.51 -0.02
C -2.523147 1.401260 -1.788240 0.46 -3.12 2.72 -0.02
C -1.669321 2.222696 -2.587323 0.40 1.12 -1.74 -0.25
C -2.088336 2.550069 -3.926837 -0.35 -1.54 1.88 0.04
C -1.275904 3.379330 -4.666408 -1.00 0.02 0.01 -0.01
C -0.245486 3.973378 -3.964842 1.53 2.09 -2.50 -0.03
C 0.161326 3.599218 -2.724351 0.38 -1.07 0.99 -0.13
N -0.495502 2.640417 -2.056862 -0.85 0.67 -0.16 -0.06
H -4.501198 -2.921749 3.508537 -0.54 0.02 -0.25 0.11
H -5.011019 -2.671516 -0.718502 0.38 0.30 0.29 0.14
H -3.465025 -1.090749 -1.831936 0.19 0.02 0.15 0.11
H -2.738693 0.819552 1.953492 -0.19 0.20 0.33 0.12
H -4.378652 -0.772123 3.076423 0.35 0.04 -0.72 0.14
H -3.348985 0.904918 -2.329161 -0.08 0.75 0.58 0.14
H -3.015964 2.043415 -4.286317 0.91 0.74 0.10 0.14
H -1.552284 3.587884 -5.707911 0.48 0.17 0.52 0.14
H 0.375655 4.755626 -4.473508 -0.70 -0.82 0.47 0.15
H 1.094519 3.983189 -2.290926 -0.57 -0.09 -0.08 0.13
S 2.424245 1.217959 -1.878504 0.69 -0.44 -0.40 0.57
C 3.509373 -0.121747 -1.785076 1.84 -1.22 0.68 -0.64
N 4.755087 -0.040196 -2.446529 -2.39 -0.95 1.08 0.08
C 5.700240 -1.013970 -2.461173 0.15 -0.41 0.09 -0.02
C 5.513393 -2.191634 -1.754705 -0.45 0.91 -0.47 -0.01
C 4.272786 -2.336865 -1.116735 0.89 -0.25 0.16 -0.04
C 3.348350 -1.336156 -1.038493 -1.39 1.31 -0.05 -0.07
H 4.829313 0.791914 -2.986391 0.60 0.64 -0.60 0.13
H 6.572589 -0.834409 -3.091361 -0.22 0.13 0.35 0.15
H 6.267837 -2.968997 -1.677275 -0.13 0.25 -0.35 0.13
H 4.078793 -3.278449 -0.639060 -0.12 -0.21 0.36 0.12
H 2.451655 -1.466065 -0.374069 1.03 0.19 -1.13 0.09
```
Forces are in eV/Å.

Output
E_LUMO (spin up / spin down): -7.02 / -7.00 eV
2S+1: 6
Charge: +2



# 2
A structure of composition C15H18AsBaN3O2S5, computed with the ωB97M-V functional and the def2-TZVPD basis.

XYZ file:
```
45
Properties=species:S:1:pos:R:3:forces:R:3:lowdin_charge:R:1
Ba 0.331097 0.029591 0.350721 -0.29 -0.01 0.11 1.28
O 4.369090 2.351173 -0.115774 -0.06 0.03 -0.11 -0.02
C 3.183460 2.031182 -0.260510 0.26 0.21 0.05 -0.68
O 2.701645 0.874672 -0.398193 -0.18 -0.13 0.03 -0.28
C 2.168462 3.194620 -0.231359 0.01 0.02 0.04 -0.19
C 2.641704 4.529357 -0.333083 -0.08 -0.06 0.01 -0.01
C 1.745805 5.549324 -0.244530 0.02 0.03 -0.01 -0.02
C 0.373866 5.273044 -0.026266 -0.04 0.10 0.01 -0.17
C -0.611791 6.278823 0.121685 0.08 -0.04 -0.02 -0.06
C -1.911267 5.934023 0.367603 -0.06 0.00 0.01 -0.09
C -2.292470 4.577444 0.472635 0.01 0.02 0.00 -0.06
C -1.364521 3.587284 0.320246 0.03 0.07 -0.02 -0.01
C -0.011658 3.919864 0.069686 0.03 -0.16 -0.02 -0.20
N 0.903957 2.909379 -0.057039 -0.07 -0.17 0.10 0.08
H 3.703132 4.679978 -0.462477 0.00 0.00 0.00 0.10
H 2.068640 6.583152 -0.322072 -0.01 0.00 0.00 0.11
H -0.312391 7.319131 0.046647 -0.01 0.00 0.00 0.10
H -2.660941 6.707514 0.489695 0.01 0.00 0.00 0.09
H -3.314404 4.287752 0.687606 0.00 0.00 0.00 0.06
H -1.673297 2.550886 0.395746 0.00 0.00 0.01 0.01
S -4.577746 1.708813 1.513745 0.08 -0.11 0.02 -0.25
As -3.232102 0.051464 1.356393 -0.27 -0.01 0.13 -0.56
S -2.482459 0.020670 -0.735393 0.26 0.01 -0.10 -0.27
S -1.520195 0.316198 2.715361 0.17 0.10 -0.18 -0.34
S -4.117041 -1.878821 1.808565 0.07 0.10 -0.04 -0.14
C -1.907205 -3.519247 -4.497993 0.00 -0.01 0.00 -0.10
C -1.470341 -2.773126 -3.248315 0.00 -0.03 -0.02 -0.26
N -0.940690 -3.674703 -2.216494 -0.05 0.01 -0.04 -0.03
C -1.232612 -3.419397 -0.885349 0.06 0.01 0.13 -0.89
S 0.084914 -3.244108 0.193665 -0.06 -0.07 -0.05 0.43
N -2.485209 -3.381720 -0.502094 0.00 0.06 -0.08 -0.01
C -3.646165 -3.829288 -1.264706 0.07 -0.04 0.01 -0.24
C -4.624488 -2.738922 -1.683802 0.01 0.03 0.02 -0.12
H -2.250827 -2.818364 -5.261575 -0.01 0.01 0.01 0.07
H -2.720977 -4.209967 -4.273285 -0.01 0.00 -0.01 0.06
H -1.081296 -4.098498 -4.917287 0.01 0.00 0.01 0.06
H -2.286931 -2.200150 -2.819734 -0.02 0.02 0.02 0.06
H -0.701027 -2.037439 -3.504747 0.00 -0.01 -0.01 0.12
H 0.057493 -3.800404 -2.292545 0.01 0.02 -0.01 0.08
H -2.723723 -2.965283 0.421264 0.02 0.02 0.01 -0.02
H -4.176652 -4.522113 -0.604696 -0.01 0.00 -0.01 0.11
H -3.284122 -4.405645 -2.116413 0.00 0.00 0.00 0.09
H -4.965526 -2.195759 -0.802588 -0.01 -0.01 0.01 0.01
H -5.478860 -3.212242 -2.177727 -0.01 0.01 0.01 0.07
H -4.187931 -2.002539 -2.355416 0.02 -0.02 -0.02 0.03
```
Forces are in eV/Å.

Output
E_LUMO: 4.12 eV
Charge: -2



# 3
A cluster of 2 separate species, C4H14N2O in total in a non-equilibrium geometry, computed with the ωB97M-V functional and the def2-TZVPD basis.

XYZ file:
```
21
Properties=species:S:1:pos:R:3:forces:R:3:lowdin_charge:R:1
C 0.768756 2.415820 -0.905357 0.35 -1.91 1.14 -0.23
N -0.011220 1.187641 -0.973841 -1.43 -0.39 -0.52 -0.15
C -1.291698 1.154442 -0.325056 -0.20 -0.06 1.83 -0.30
C -1.816468 -0.229521 0.165917 2.54 -0.97 -1.09 -0.26
N -0.857758 -0.848626 1.098271 -0.55 0.53 0.76 -0.16
C -0.573528 -2.312852 1.235942 0.33 2.41 -0.54 -0.20
H 0.760678 2.941620 -1.855941 0.04 0.49 0.15 0.05
H 0.379987 2.941743 -0.030930 -0.17 0.77 -0.38 0.06
H 1.797037 2.172812 -0.568830 -0.16 0.09 -0.66 0.02
H 0.375567 0.258709 -1.028403 0.91 0.39 0.15 0.05
H -2.109603 1.645276 -0.867748 0.05 0.04 -0.23 0.09
H -1.231883 1.668590 0.665217 0.02 0.41 -0.40 0.10
H -1.709628 -0.940473 -0.670035 -1.13 0.27 -0.15 0.11
H -2.813619 -0.068305 0.576114 -0.29 -0.35 -0.23 0.09
H -0.956943 -0.439763 2.011895 0.05 0.08 0.12 0.07
H -1.387683 -2.945281 0.885723 -0.08 -0.27 0.40 0.06
H -0.261599 -2.375815 2.284585 -0.34 -0.81 -0.22 0.06
H 0.318523 -2.455429 0.627049 0.03 -0.65 -0.10 0.03
H 3.925375 -0.862041 -1.288384 0.38 -0.24 -0.27 -0.07
H 2.978459 -1.246176 -0.269841 -0.09 -0.51 0.24 -0.07
O 3.717255 -1.662365 -0.766356 -0.25 0.69 0.03 -0.33
```
Forces are in eV/Å.

Output
E_LUMO (spin up / spin down): 3.85 / 3.69 eV
2S+1: 2
Charge: -1



One value per record, in order, for energy above the lowest of the compared OMol25 structures with the same formula, charge and spin: 0.0, 9.0, 37.6 kcal/mol.
One value per record, in order, for total energy: -90768.318, -140129.179, -9399.952 eV.